91
Properties=species:S:1:pos:R:3 method="wB97M-V/def2-TZVPD" mol_weight_g_mol=986.74 total_charge=-1 max_force_ev_per_a=0.76 homo_lumo_gap_ev=5.778 e_above_lowest_ev=0.137
Li 0.563 0.959 -1.659
C 4.184 1.326 2.496
C 4.007 0.813 1.089
C 5.070 0.397 0.302
C 4.845 -0.050 -0.989
C 3.537 -0.059 -1.448
Br 3.204 -0.554 -3.248
N 2.498 0.305 -0.719
C 2.745 0.736 0.523
H 5.239 1.403 2.755
H 3.702 0.658 3.216
H 3.722 2.309 2.609
H 6.080 0.427 0.694
H 5.652 -0.371 -1.630
H 1.872 1.020 1.104
S -1.794 0.842 -0.861
C -2.567 0.948 -2.429
C -4.012 0.946 -2.394
N -5.163 0.939 -2.317
C -1.923 1.047 -3.625
S -0.211 0.998 -3.916
C -2.744 1.205 -4.815
N -3.367 1.350 -5.775
F 1.523 -8.552 -0.592
C 2.061 -7.692 -1.473
F 3.401 -7.746 -1.305
F 1.817 -8.183 -2.705
C 1.541 -6.298 -1.313
C 0.700 -5.964 -0.258
C 0.264 -4.656 -0.120
C 0.662 -3.664 -1.019
C 1.488 -4.026 -2.077
C 1.929 -5.335 -2.227
P 0.080 -1.884 -0.903
C 0.312 -1.622 0.909
C 1.498 -2.075 1.504
C 1.811 -1.754 2.813
C 0.948 -0.952 3.552
C -0.221 -0.483 2.981
C -0.534 -0.812 1.664
C 1.295 -0.636 4.972
F 2.570 -0.201 5.095
F 0.505 0.317 5.492
F 1.191 -1.716 5.774
C -1.703 -2.282 -1.119
C -2.579 -2.697 -0.119
C -3.903 -2.965 -0.416
C -4.363 -2.822 -1.718
C -3.503 -2.414 -2.723
C -2.174 -2.145 -2.421
C -5.789 -3.165 -2.016
F -5.985 -4.510 -1.992
F -6.185 -2.741 -3.222
F -6.637 -2.652 -1.106
H 0.388 -6.723 0.447
H -0.394 -4.406 0.704
H 1.795 -3.274 -2.794
H 2.579 -5.601 -3.053
H 2.192 -2.678 0.929
H 2.729 -2.117 3.262
H -0.892 0.147 3.552
H -1.440 -0.414 1.220
H -2.241 -2.786 0.906
H -4.588 -3.270 0.366
H -3.872 -2.276 -3.732
H -1.507 -1.774 -3.195
N 0.851 2.822 -0.855
S -0.199 3.001 0.319
C -1.490 4.122 -0.228
C -2.307 4.776 0.684
C -3.316 5.601 0.213
C -3.508 5.755 -1.156
C -2.697 5.077 -2.056
C -1.677 4.253 -1.592
C 0.598 4.114 1.515
C 0.978 5.418 1.218
C 1.688 6.155 2.153
C 2.017 5.599 3.386
C 1.626 4.303 3.689
C 0.916 3.559 2.749
H 1.188 3.727 -1.178
H -2.157 4.641 1.750
H -3.961 6.119 0.914
H -4.303 6.394 -1.521
H -2.867 5.168 -3.122
H -1.050 3.689 -2.278
H 0.716 5.854 0.259
H 1.987 7.172 1.920
H 2.581 6.179 4.107
H 1.870 3.867 4.651
H 0.609 2.539 2.969